Entry 1:
This record from the OMol25 dataset describes a molecular structure, C4H7OY in a non-equilibrium geometry. The level of theory is ωB97M-V/def2-TZVPD.

The highest occupied orbital energy (alpha / beta) comes out at -9.220 / -9.253 eV. For the energy above the lowest of the compared OMol25 structures with the same formula, charge and spin, the calculation gives 0.0 kcal per mole. As for the frontier orbital gap (alpha / beta): 2.98 / 2.80 eV.

Structure (ORCA input):
```
! wB97M-V def2-TZVPD RIJCOSX def2/J DEFGRID3
* xyz 1 2
H 2.30 -0.53 -1.83
H -1.66 1.48 0.42
C -1.27 0.47 0.72
C 0.19 0.44 0.67
C 1.45 -0.86 -1.19
C 0.57 0.34 -0.86
H -0.38 0.28 -1.42
O -2.01 -0.29 1.34
Y -2.20 -2.12 2.76
H 0.59 -0.40 1.25
H 0.98 1.34 -1.12
H 0.56 1.39 1.08
H 0.87 -1.55 -1.82
*
```

Löwdin population analysis, charges in e, atoms 1 to 4: 0.045, 0.166, -0.228, -0.171



Entry 2:
This record from the OMol25 dataset describes a single C21H27FN4O2 molecule. The level of theory is ωB97M-V/def2-TZVPD.

As for the SMILES: Cc1n[nH]c(C)c1CCNC(=O)[C@@H]1CCC(=O)N(CCc2cccc(F)c2)C1. The highest occupied orbital energy comes out at -8.905 eV. For the energy above the lowest of the compared OMol25 structures with the same formula, charge and spin, the calculation gives 3.6 kcal per mole. As for the frontier orbital gap: 9.58 eV.

Structure (ORCA input):
```
! wB97M-V def2-TZVPD RIJCOSX def2/J DEFGRID3
* xyz 0 1
C -3.71 0.37 -0.31
H -1.12 -0.07 -1.68
H -1.58 -0.83 0.55
H -3.75 2.12 0.90
H 0.99 -0.49 -0.36
H 2.69 0.16 1.36
O 3.49 -3.26 -1.17
H 4.72 2.10 0.43
H -1.97 -0.53 -3.16
O 0.49 0.87 2.20
H 3.60 -0.35 -2.20
C 1.18 2.54 -0.92
H 2.03 -3.62 1.41
C 0.05 0.02 1.45
C -2.28 0.77 1.70
C -2.02 0.10 -2.28
H 5.08 -1.59 -0.67
C 1.63 3.40 0.06
H 0.98 4.17 0.44
C 1.97 1.52 -1.42
C 0.95 -0.91 0.65
H 3.29 3.90 1.30
N -5.09 -1.16 -1.04
C -3.25 -0.22 -1.51
H -1.76 1.53 2.29
C 2.88 -2.71 -0.28
C 0.48 -2.37 0.56
H 1.40 -4.22 -0.12
C 3.25 1.33 -0.92
H -6.89 -0.19 0.71
H 2.42 -1.39 2.17
H 5.05 0.57 -1.76
N -4.10 -1.14 -1.93
C 4.41 -0.82 -0.26
H -2.30 1.95 -0.11
H 4.91 -0.32 0.57
H -2.02 1.15 -2.58
C 1.68 -3.32 0.42
C 2.38 -0.88 1.20
C 3.72 2.21 0.05
C -4.90 -0.27 -0.04
H -5.87 -1.78 -1.16
C 2.92 3.23 0.54
N 3.25 -1.51 0.24
H -0.09 -2.64 1.45
H -0.17 -2.50 -0.31
C 4.10 0.18 -1.39
H -5.72 -0.88 1.84
H -2.99 0.23 2.34
C -3.02 1.41 0.51
N -1.27 -0.15 1.23
F -0.07 2.69 -1.41
H -5.75 0.86 1.55
H 1.58 0.88 -2.20
C -5.87 -0.11 1.08
*
```

Löwdin population analysis, charges in e, atoms 1 to 4: -0.163, 0.053, 0.123, 0.115



Entry 3:
This record from the OMol25 dataset describes a single C2H4ClFN2 molecule in a non-equilibrium geometry. The level of theory is ωB97M-V/def2-TZVPD.

As for the SMILES: N/N=C\[C@H](F)Cl. The highest occupied orbital energy comes out at -8.949 eV. For the energy above the lowest of the compared OMol25 structures with the same formula, charge and spin, the calculation gives 62.2 kcal per mole. As for the frontier orbital gap: 9.72 eV.

Structure (ORCA input):
```
! wB97M-V def2-TZVPD RIJCOSX def2/J DEFGRID3
* xyz 0 1
H 1.98 -1.55 0.73
H -1.39 1.71 -0.22
N 1.29 -0.14 -0.55
H 0.05 -1.43 1.02
C 0.27 0.54 -0.82
C -0.96 0.67 -0.09
F -0.68 0.63 1.29
H 0.42 1.39 -1.50
N 1.09 -1.08 0.40
Cl -2.07 -0.72 -0.26
*
```

Löwdin population analysis, charges in e, atoms 1 to 4: 0.104, 0.134, -0.020, 0.207



Entry 4:
This record from the OMol25 dataset describes 3 unconnected molecules or ions with the total composition C26H46BrNO8PS2 in a non-equilibrium geometry. The level of theory is ωB97M-V/def2-TZVPD.

The highest occupied orbital energy comes out at -11.270 eV. As for the frontier orbital gap: 9.06 eV.

Structure (ORCA input):
```
! wB97M-V def2-TZVPD RIJCOSX def2/J DEFGRID3
* xyz 1 1
H 6.63 -3.56 0.74
H 5.92 -2.89 2.22
H -4.51 -1.13 -5.35
H -0.58 2.35 0.88
H 7.82 -1.56 0.24
H -0.23 -1.88 3.93
H 0.73 -3.31 4.38
H -2.60 0.30 3.37
C -0.38 -1.20 -2.67
H -2.37 -2.30 1.12
C 5.09 -0.84 0.43
C 6.24 -2.66 1.21
H -5.20 0.28 1.79
H -1.26 -1.05 -4.63
C -1.26 -1.74 -3.79
O -3.57 0.27 -8.05
H 0.35 -0.02 1.10
C 6.32 -0.30 1.13
H 3.64 1.35 3.60
S 3.08 4.94 1.05
C -5.58 -0.58 -7.17
H 2.79 0.21 2.53
C -4.99 0.25 -8.30
C 7.24 -1.52 1.17
H -1.98 -0.87 -0.33
H -2.06 3.21 1.37
H -5.53 -1.64 -7.43
C 0.27 -1.77 -0.23
S 1.20 -2.63 2.10
H 6.04 0.03 2.13
O 5.10 -2.19 0.46
H -3.48 1.77 2.98
C -3.29 0.75 2.65
H -4.92 0.61 -5.46
H 0.58 -2.97 -1.97
H 1.35 -1.87 -0.14
H 3.08 1.83 2.01
O 1.61 -0.25 5.03
H -1.74 -1.57 2.51
H -0.03 0.12 3.74
O 2.78 4.63 3.83
C -0.18 -2.28 -1.60
H -0.50 -3.57 0.69
C -0.11 -0.34 0.16
O 2.94 -1.82 4.36
H -5.16 0.20 3.54
H -1.26 2.37 -1.45
C 2.01 3.94 3.33
C -4.62 -0.28 -6.02
C 1.85 -1.45 4.42
O 4.20 -0.19 -0.05
C -4.61 -0.05 2.64
H 6.76 0.52 0.57
C 0.74 0.63 4.33
H -4.43 -1.12 2.55
H -1.10 -2.87 -1.49
H -5.18 -0.18 -9.28
H 0.73 4.80 1.80
O -2.23 0.04 -6.27
C 0.75 -2.36 3.87
C 1.45 1.65 3.42
C -3.33 0.00 -6.75
H -5.35 1.28 -8.29
Br -3.11 -1.92 -3.14
C -1.84 2.97 -0.75
H -0.85 -0.29 -2.30
H 0.80 1.76 2.54
H 7.93 -1.52 2.00
C 1.63 4.18 1.88
C 2.82 1.24 2.89
H 0.10 0.46 -0.54
H 2.69 4.85 -0.25
C -1.50 -1.72 1.46
C -1.65 2.46 0.70
H -2.89 2.85 -1.04
H 0.21 1.21 5.08
P -2.60 0.89 0.94
H -6.62 -0.34 -6.96
H 0.58 -0.96 -3.15
C -0.29 -2.57 1.04
O 1.45 2.93 4.07
H -1.52 4.00 -0.84
H -0.92 -2.71 -4.13
N -1.55 -0.54 0.54
H 1.42 3.27 1.33
*
```

Löwdin population analysis, charges in e, atoms 1 to 4: 0.127, 0.129, 0.045, 0.035



Entry 5:
This record from the OMol25 dataset describes a molecular structure, C27H29InN4O5 in a non-equilibrium geometry. The level of theory is ωB97M-V/def2-TZVPD.

The highest occupied orbital energy (alpha / beta) comes out at -8.170 / -5.621 eV. For the energy above the lowest of the compared OMol25 structures with the same formula, charge and spin, the calculation gives 37.8 kcal per mole. As for the frontier orbital gap (alpha / beta): 7.68 / 5.17 eV.

Structure (ORCA input):
```
! wB97M-V def2-TZVPD RIJCOSX def2/J DEFGRID3
* xyz 0 1
N 0.90 -1.32 1.38
H -0.10 -3.49 -4.84
C 2.54 2.16 -0.36
O -1.38 -0.33 0.47
N 1.19 2.18 -0.30
C -1.01 -1.43 -0.14
C 1.16 -3.06 -3.13
O 3.82 0.56 2.47
H 1.77 -0.35 -0.98
C 0.49 2.56 -1.41
C -3.75 2.25 4.12
C -3.49 3.08 -0.24
H -4.49 3.23 0.13
H -0.30 -4.01 -1.80
H -4.66 2.33 4.69
C -2.56 1.94 4.75
H 3.04 1.92 0.57
H 3.23 -3.72 -3.12
H 0.60 3.05 -3.52
H 3.04 2.89 -3.61
C 1.44 -1.88 -2.28
H -0.49 -2.14 4.40
H -0.82 -2.36 -3.68
C -0.89 2.75 -1.17
H 2.92 -1.20 0.72
C -3.77 2.46 2.75
C 2.66 0.29 2.25
H 2.27 -4.35 -4.47
H -2.50 1.78 5.81
H 4.32 2.40 -1.48
C -2.47 2.65 0.57
H -0.46 1.54 4.40
O 1.64 1.05 2.55
C 1.16 2.79 -2.63
C 0.11 -2.65 -4.17
H 1.37 -4.62 -1.61
N -1.23 2.50 0.11
O -1.73 -2.14 -0.81
H 2.82 -2.66 -4.47
In 0.10 1.11 1.16
C 3.24 2.42 -1.50
C -1.42 1.81 3.97
H 2.72 -1.82 2.34
N -1.43 2.01 2.65
C -1.90 3.18 -2.07
H 0.27 -0.62 3.91
H 1.05 -2.85 2.82
C 0.28 -2.17 2.42
H -1.67 3.40 -3.10
C 0.62 -4.26 -2.33
C 2.33 -1.09 1.63
H -4.69 2.70 2.24
C 1.31 -1.32 -1.10
C 2.46 -3.47 -3.84
H 0.51 -2.92 0.06
C -3.18 3.34 -1.60
H -1.79 -0.93 2.29
C -2.59 2.35 2.03
H 0.41 -5.08 -3.02
H 0.46 -1.81 -4.77
O -1.68 -0.96 3.25
H -0.48 -2.81 1.96
C 0.49 -1.84 0.06
C 2.52 2.71 -2.68
H -3.96 3.68 -2.27
C -0.38 -1.44 3.57
*
```

Löwdin population analysis, charges in e, atoms 1 to 4: -0.143, 0.086, -0.128, -0.090



Entry 6:
This record from the OMol25 dataset describes a molecular structure, C9H32N14NaO11Pb in a non-equilibrium geometry. The level of theory is ωB97M-V/def2-TZVPD.

The highest occupied orbital energy comes out at -11.525 eV. As for the frontier orbital gap: 8.60 eV.

Structure (ORCA input):
```
! wB97M-V def2-TZVPD RIJCOSX def2/J DEFGRID3
* xyz 1 1
O -0.65 5.55 -30.04
H -3.47 7.06 -30.07
H 0.03 6.47 -39.67
H -2.48 6.58 -31.40
C -4.79 4.12 -35.38
H -3.87 7.78 -35.55
C -1.84 6.59 -33.74
N -2.14 6.44 -37.34
H -2.86 6.06 -37.93
H 1.19 5.70 -33.70
H 2.81 9.16 -30.25
H -3.06 8.96 -33.51
H -6.28 7.18 -33.17
O -0.98 10.40 -33.59
O -0.57 6.52 -33.49
H -4.58 6.85 -33.62
N 2.12 5.39 -33.94
N -3.07 9.79 -32.94
H 4.33 5.04 -34.99
C -1.67 6.13 -29.60
O -0.03 7.34 -37.44
C -0.94 6.66 -37.93
H -3.84 4.51 -33.72
H -1.20 5.76 -27.69
C 2.69 6.19 -34.88
H -2.55 6.82 -27.83
Pb 0.02 8.57 -35.01
O -2.67 5.81 -33.16
H 0.23 7.41 -31.77
H -2.82 11.85 -31.44
H -3.94 4.52 -35.94
N -0.81 6.18 -39.20
O -4.40 3.79 -34.06
N -5.48 7.27 -33.78
H -7.46 6.06 -29.23
Na -0.76 4.24 -32.06
H -5.18 3.24 -35.89
O 1.68 8.95 -33.18
H 0.84 7.98 -30.28
H 3.27 10.12 -31.62
C 1.77 8.77 -31.96
O -6.98 7.98 -35.34
N -1.90 6.18 -28.27
O 2.05 7.12 -35.40
N -2.00 11.59 -31.96
H -7.51 4.92 -30.50
N 3.98 5.95 -35.25
N -5.20 5.49 -31.41
H -4.33 5.81 -31.80
N -6.97 5.52 -29.92
C -5.82 6.10 -30.36
O -5.31 7.06 -29.78
H -5.06 8.29 -36.72
H -5.55 4.91 -35.37
H -1.18 12.15 -31.87
H -5.67 4.77 -31.93
N -4.79 7.68 -35.96
N -2.55 6.74 -30.40
N 0.94 7.93 -31.28
C -1.98 10.59 -32.89
C -5.84 7.67 -35.05
H -2.34 6.59 -36.36
H 4.35 6.52 -35.98
H -3.93 10.03 -32.48
H -1.53 5.68 -39.67
N 2.64 9.47 -31.18
O -2.24 7.53 -34.51
H 2.58 4.58 -33.58
*
```

Löwdin population analysis, charges in e, atoms 1 to 4: -0.056, 0.067, 0.114, 0.058



Entry 7:
This record from the OMol25 dataset describes a molecular structure, C3H9O2 in a non-equilibrium geometry. The level of theory is ωB97M-V/def2-TZVPD.

The highest occupied orbital energy comes out at -3.441 eV. For the energy above the lowest of the compared OMol25 structures with the same formula, charge and spin, the calculation gives 28.6 kcal per mole. As for the frontier orbital gap: 7.88 eV.

Structure (ORCA input):
```
! wB97M-V def2-TZVPD RIJCOSX def2/J DEFGRID3
* xyz -1 1
O 0.92 1.04 0.00
H 1.79 0.52 -2.53
H 0.05 0.22 -2.17
H -2.89 -0.13 1.69
O -1.16 0.91 1.11
C -1.83 0.03 1.90
C 1.07 -0.15 -2.10
H 2.38 -0.34 -0.28
H -1.95 0.58 2.91
H -0.15 0.70 0.42
H 0.77 -1.04 -0.17
C 1.33 -0.19 -0.58
H 1.02 -1.19 -2.48
H -1.36 -0.94 2.26
*
```

Löwdin population analysis, charges in e, atoms 1 to 4: -0.267, 0.046, 0.063, 0.025